A.
Computed, not measured: 13 unconnected molecules or ions with the total composition H26O13, with the ωB97M-V functional and the def2-TZVPD basis.

Computed properties:
Gap between HOMO and LUMO (eV): 9.520
Highest occupied orbital energy (eV): -10.3

```
! RIJCOSX wB97M-V def2-TZVPD def2/J DEFGRID3
* xyz 0 1
O 32.684 53.117 1.817
H 32.646 53.986 1.913
H 33.303 52.596 2.333
O 35.978 51.630 5.089
H 36.386 50.672 5.205
H 35.833 52.267 5.644
O 37.416 50.762 2.254
H 37.963 50.844 3.166
H 37.591 49.765 1.870
O 37.989 54.582 2.744
H 37.626 55.431 3.050
H 38.895 54.674 2.404
O 36.158 54.207 0.215
H 35.819 53.891 0.951
H 36.666 53.420 0.035
O 37.563 56.746 0.213
H 36.789 56.734 -0.352
H 37.346 55.928 0.721
O 37.959 52.630 0.024
H 37.423 51.942 0.333
H 38.892 52.516 0.133
O 37.461 53.682 5.659
H 37.878 52.959 5.875
H 37.720 53.816 4.762
O 34.841 50.466 1.004
H 34.003 50.242 1.322
H 35.446 50.838 1.650
O 34.989 54.832 5.457
H 35.695 54.286 5.662
H 35.321 55.090 4.660
O 35.250 56.228 2.910
H 34.401 56.492 2.494
H 35.704 57.051 3.307
O 33.446 50.856 4.930
H 34.279 51.138 4.930
H 32.673 51.613 4.749
O 35.752 53.346 2.861
H 35.903 52.712 3.534
H 36.810 53.592 2.504
*
```

Mulliken population analysis, charges in e, atoms 1 to 4:
1. O -0.61
2. H 0.26
3. H 0.25
4. O -0.71

=====

B.
Computed, not measured: 13 unconnected molecules or ions with the total composition H26O13, with the ωB97M-V functional and the def2-TZVPD basis.

Computed properties:
Gap between HOMO and LUMO (eV): 9.323
Highest occupied orbital energy (eV): -10.1

```
! RIJCOSX wB97M-V def2-TZVPD def2/J DEFGRID3
* xyz 0 1
O 14.558 -4.281 -9.419
H 14.717 -4.397 -8.481
H 14.351 -5.129 -9.785
O 15.594 -5.033 -12.402
H 16.168 -4.533 -11.862
H 15.872 -4.977 -13.321
O 16.681 0.632 -8.503
H 17.326 -0.094 -8.383
H 17.176 1.393 -8.739
O 16.507 -2.716 -10.662
H 15.994 -3.343 -10.088
H 17.235 -2.403 -10.067
O 17.378 -5.953 -9.949
H 17.935 -5.445 -10.569
H 17.366 -5.306 -9.276
O 16.076 -2.268 -13.307
H 15.152 -2.560 -13.251
H 16.257 -2.205 -12.375
O 18.573 -4.428 -11.868
H 18.199 -4.892 -12.618
H 18.587 -3.508 -12.123
O 17.662 -4.120 -7.918
H 18.267 -4.118 -7.224
H 17.025 -3.403 -7.698
O 12.325 -3.170 -10.034
H 13.210 -3.456 -9.709
H 11.748 -3.689 -9.506
O 16.464 0.219 -10.983
H 16.144 -0.646 -11.084
H 16.532 0.272 -10.017
O 14.032 -1.048 -11.532
H 13.698 -0.187 -11.597
H 14.093 -1.124 -10.590
O 20.206 -3.572 -8.742
H 19.494 -2.959 -8.852
H 20.821 -3.505 -9.462
O 18.577 -1.428 -9.069
H 18.885 -0.653 -9.607
H 18.976 -1.364 -8.218
*
```

Mulliken population analysis, charges in e, atoms 1 to 4:
1. O -0.79
2. H 0.29
3. H 0.32
4. O -0.62

=====

C.
Computed, not measured: 13 unconnected molecules or ions with the total composition H26O13, with the ωB97M-V functional and the def2-TZVPD basis.

Computed properties:
Gap between HOMO and LUMO (eV): 9.917
Highest occupied orbital energy (eV): -10.1

```
! RIJCOSX wB97M-V def2-TZVPD def2/J DEFGRID3
* xyz 0 1
O 0.398 24.265 -9.297
H 0.939 25.033 -9.082
H 1.002 23.651 -9.771
O 0.145 20.610 -7.390
H 0.290 21.562 -7.402
H 0.227 20.336 -8.311
O 1.802 20.531 -9.762
H 2.598 20.471 -9.217
H 1.781 19.701 -10.259
O 2.348 22.924 -11.028
H 1.483 22.869 -11.484
H 2.469 22.012 -10.707
O 0.036 22.816 -12.339
H -0.266 23.695 -12.578
H -0.383 22.213 -12.982
O -2.023 24.892 -10.563
H -1.765 25.354 -11.363
H -1.195 24.832 -10.027
O -1.471 21.675 -9.650
H -1.698 22.589 -9.433
H -0.729 21.752 -10.266
O -4.018 21.121 -12.604
H -4.081 21.770 -11.875
H -3.431 21.544 -13.242
O -3.156 24.220 -8.141
H -4.113 24.329 -8.133
H -2.851 24.732 -8.907
O -1.190 19.214 -11.001
H -1.552 19.977 -10.518
H -1.973 18.739 -11.303
O -4.576 23.283 -10.834
H -5.187 23.709 -11.447
H -3.878 23.936 -10.682
O -1.461 20.676 -13.369
H -1.536 20.077 -14.121
H -1.021 20.150 -12.674
O -3.046 20.315 -7.679
H -2.430 19.620 -7.429
H -2.483 20.996 -8.074
*
```

Mulliken population analysis, charges in e, atoms 1 to 4:
1. O -0.66
2. H 0.26
3. H 0.38
4. O -0.63

=====

The least stable of them is A.

=====

A.
Computed, not measured: C5H4N2 in the gas phase, with the ωB97M-V functional and the def2-TZVPD basis.

Computed properties:
Gap between HOMO and LUMO (spin up / spin down) (eV): 7.708 / 7.761
Highest occupied orbital energy (spin up / spin down) (eV): -7.0 / -10.7

```
! RIJCOSX wB97M-V def2-TZVPD def2/J DEFGRID3
* xyz 0 3
C 3.497 -0.159 0.022
C 2.095 -0.007 -0.088
C 1.074 -0.981 -0.112
C 0.418 1.446 0.034
C -0.127 -0.016 0.118
N 4.646 -0.239 0.068
N 1.642 1.770 -0.073
H -0.145 2.372 0.077
H 1.122 -1.987 0.133
H -0.843 -0.255 -0.699
H -0.495 -0.155 1.055
*
```

Mulliken population analysis, charges in e, atoms 1 to 4:
1. C 0.42
2. C 0.25
3. C -0.79
4. C -0.16

=====

B.
Computed, not measured: a molecular structure, C5H4N2, with the ωB97M-V functional and the def2-TZVPD basis.

Computed properties:
Gap between HOMO and LUMO (spin up / spin down) (eV): 6.804 / 6.510
Highest occupied orbital energy (spin up / spin down) (eV): -6.4 / -9.5

```
! RIJCOSX wB97M-V def2-TZVPD def2/J DEFGRID3
* xyz 0 3
C 0.410 1.479 1.329
C 0.067 -0.966 -1.434
C 0.756 0.052 -0.719
C -1.110 -1.363 -0.918
C 0.108 0.559 0.353
N 0.812 2.268 2.087
N -1.044 -0.271 0.615
H 0.570 -1.448 -2.286
H 1.657 0.635 -1.222
H -1.551 0.276 1.319
H -0.675 -1.222 0.878
*
```

Mulliken population analysis, charges in e, atoms 1 to 4:
1. C 0.18
2. C 0.16
3. C -0.60
4. C -0.72

=====

The least stable of them is B.

=====

A.
Computed, not measured: C3H7N5O in the gas phase, with the ωB97M-V functional and the def2-TZVPD basis.

Computed properties:
Gap between HOMO and LUMO (eV): 8.929
Structure (SMILES): [H]/N=c1/nc(C)n(O)n1N
Highest occupied orbital energy (eV): -8.3

```
! RIJCOSX wB97M-V def2-TZVPD def2/J DEFGRID3
* xyz 0 1
H 1.598 -2.928 0.305
N 1.911 -1.944 0.570
C 1.266 -0.876 0.051
N 1.449 0.452 0.371
C 0.311 1.096 0.082
C 0.043 2.515 0.549
N -0.515 0.356 -0.776
O -1.783 0.528 -0.996
N 0.077 -0.913 -0.894
N -0.855 -1.760 -0.379
H 0.732 2.620 1.480
H -0.935 2.627 0.896
H 0.203 3.384 -0.223
H -2.224 -0.378 -0.787
H -0.759 -2.850 -0.760
H -0.520 -1.931 0.511
*
```

Mulliken population analysis, charges in e, atoms 1 to 4:
1. H 0.24
2. N -0.65
3. C 0.41
4. N -0.57

=====

B.
Computed, not measured: C3H7N5O in the gas phase, with the ωB97M-V functional and the def2-TZVPD basis.

Computed properties:
Gap between HOMO and LUMO (eV): 9.813
Structure (SMILES): [H]/N=C(\N=C\NC=O)NN
Highest occupied orbital energy (eV): -9.2

```
! RIJCOSX wB97M-V def2-TZVPD def2/J DEFGRID3
* xyz 0 1
H 0.357 -1.565 2.190
N -0.538 -0.909 2.438
C -0.563 0.129 1.550
N 0.647 0.202 0.713
C 0.414 -0.014 -0.504
N 1.453 -0.231 -1.414
C 1.111 -0.623 -2.749
O 1.973 -0.922 -3.599
N -1.481 0.984 1.235
N -2.564 1.302 2.165
H -0.530 -0.236 -0.914
H 2.360 0.051 -1.194
H -0.066 -0.475 -2.865
H -1.110 1.763 0.568
H -2.073 1.124 3.002
H -3.111 0.332 2.248
*
```

Mulliken population analysis, charges in e, atoms 1 to 4:
1. H 0.26
2. N -0.74
3. C 0.54
4. N -0.65

=====

The least stable of them is A.

=====

A.
Computed, not measured: a molecular structure, C3H6N2S, with the ωB97M-V functional and the def2-TZVPD basis.

Computed properties:
Gap between HOMO and LUMO (eV): 8.738
Highest occupied orbital energy (eV): -8.1

```
! RIJCOSX wB97M-V def2-TZVPD def2/J DEFGRID3
* xyz 0 1
C 1.725 -0.448 -0.352
C 1.262 0.779 -0.600
C 0.303 1.402 0.320
H -0.308 -1.080 0.696
H 1.906 -1.607 1.387
H 2.461 -0.993 -0.871
H 1.764 1.450 -1.240
H 0.554 2.375 0.799
H -0.636 -0.610 -1.319
N 1.161 -1.220 0.636
N -0.963 0.936 0.573
S -1.679 -0.496 -0.258
*
```

Mulliken population analysis, charges in e, atoms 1 to 4:
1. C -0.18
2. C -0.94
3. C 0.37
4. H 0.36

=====

B.
Computed, not measured: 2 unconnected molecules or ions with the total composition C3H6N2S, with the ωB97M-V functional and the def2-TZVPD basis.

Computed properties:
Gap between HOMO and LUMO (eV): 9.970
Structure (SMILES): [H]/N=C(\C)S.C#N
Highest occupied orbital energy (eV): -9.3

```
! RIJCOSX wB97M-V def2-TZVPD def2/J DEFGRID3
* xyz 0 1
H -0.105 -0.788 0.978
N 0.382 0.109 1.147
C 0.868 0.606 0.117
C 0.751 0.178 -1.417
S 1.878 2.093 0.372
H -0.324 -0.153 -1.484
H 1.283 -0.791 -1.519
H 1.095 0.689 -2.310
H 1.626 2.254 1.621
C -2.543 -1.400 0.817
N -2.282 -1.778 1.870
H -2.628 -1.019 -0.193
*
```

Mulliken population analysis, charges in e, atoms 1 to 4:
1. H 0.17
2. N -0.64
3. C 0.66
4. C -0.89

=====

The least stable of them is A.

=====

A.
Computed, not measured: C3H6N2S in the gas phase, with the ωB97M-V functional and the def2-TZVPD basis.

Computed properties:
Gap between HOMO and LUMO (eV): 10.016
Structure (SMILES): [H]/N=C\N(S)C=C
Highest occupied orbital energy (eV): -9.3

```
! RIJCOSX wB97M-V def2-TZVPD def2/J DEFGRID3
* xyz 0 1
H -1.670 1.032 -0.171
N -1.028 1.789 -0.065
C 0.196 1.488 -0.094
N 0.765 0.223 -0.269
S 2.440 0.005 -0.066
C -0.097 -0.901 -0.520
C -1.040 -1.383 0.273
H 0.906 2.303 0.042
H 2.534 -0.080 1.297
H -0.030 -1.331 -1.546
H -1.202 -1.101 1.308
H -1.775 -2.043 -0.189
*
```

Mulliken population analysis, charges in e, atoms 1 to 4:
1. H 0.29
2. N -0.64
3. C 0.14
4. N -0.09

=====

B.
Computed, not measured: C3H6N2S in the gas phase, with the ωB97M-V functional and the def2-TZVPD basis.

Computed properties:
Gap between HOMO and LUMO (eV): 9.057
Structure (SMILES): S=CNN1CC1
Highest occupied orbital energy (eV): -8.4

```
! RIJCOSX wB97M-V def2-TZVPD def2/J DEFGRID3
* xyz 0 1
S 1.966 -0.471 -0.090
C 0.970 0.858 0.174
N -0.344 1.107 0.078
N -1.025 0.075 -0.566
C -2.373 -0.203 -0.010
C -1.072 -0.993 0.338
H 1.381 1.965 0.409
H -0.841 1.934 -0.150
H -2.758 0.472 0.793
H -3.149 -0.532 -0.868
H -0.934 -2.172 0.335
H -0.727 -0.371 1.326
*
```

Mulliken population analysis, charges in e, atoms 1 to 4:
1. S -0.25
2. C -0.13
3. N -0.15
4. N -0.21

=====

The least stable of them is B.

=====

A.
Computed, not measured: C3H6N2S in the gas phase, with the ωB97M-V functional and the def2-TZVPD basis.

Computed properties:
Gap between HOMO and LUMO (eV): 8.604
Structure (SMILES): C/N=C\NC=S
Highest occupied orbital energy (eV): -8.6

```
! RIJCOSX wB97M-V def2-TZVPD def2/J DEFGRID3
* xyz 0 1
C -1.111 -1.086 0.528
N -1.052 -0.632 -1.032
C -0.445 0.490 -1.017
N 0.403 1.126 -0.041
C 1.573 0.469 0.296
S 2.097 -0.938 -0.531
H -0.840 -2.280 0.503
H -0.416 -0.465 1.219
H -2.180 -1.115 0.814
H -0.526 1.181 -1.968
H 0.418 2.051 0.241
H 2.080 1.200 0.990
*
```

Mulliken population analysis, charges in e, atoms 1 to 4:
1. C -0.60
2. N -0.36
3. C 0.07
4. N -0.24

=====

B.
Computed, not measured: C3H6N2S in the gas phase, with the ωB97M-V functional and the def2-TZVPD basis.

Computed properties:
Gap between HOMO and LUMO (eV): 9.855
Structure (SMILES): S/N=C\N1CC1
Highest occupied orbital energy (eV): -9.0

```
! RIJCOSX wB97M-V def2-TZVPD def2/J DEFGRID3
* xyz 0 1
S -1.646 0.418 -0.306
N -0.944 -0.323 1.054
C 0.298 -0.589 1.164
N 1.442 -0.394 0.324
C 1.340 -0.528 -1.131
C 1.566 0.798 -0.509
H -2.896 0.397 0.214
H 0.591 -1.081 2.085
H 0.385 -0.709 -1.571
H 2.174 -1.078 -1.587
H 0.760 1.517 -0.529
H 2.609 1.205 -0.504
*
```

Mulliken population analysis, charges in e, atoms 1 to 4:
1. S -0.17
2. N -0.41
3. C 0.11
4. N -0.37

=====

C.
Computed, not measured: C3H6N2S in the gas phase, with the ωB97M-V functional and the def2-TZVPD basis.

Computed properties:
Gap between HOMO and LUMO (eV): 9.187
Structure (SMILES): C=CS/C=N/N
Highest occupied orbital energy (eV): -8.2

```
! RIJCOSX wB97M-V def2-TZVPD def2/J DEFGRID3
* xyz 0 1
C -2.859 -0.519 0.122
C -1.627 -0.256 -0.283
S -0.814 1.378 -0.263
C 0.877 0.982 0.149
N 1.473 0.014 -0.379
N 2.730 -0.346 0.039
H -3.633 0.139 0.511
H -3.117 -1.557 0.101
H -0.896 -1.049 -0.623
H 1.326 1.710 0.847
H 3.222 -0.904 -0.654
H 3.318 0.409 0.434
*
```

Mulliken population analysis, charges in e, atoms 1 to 4:
1. C -0.58
2. C -0.13
3. S -0.18
4. C -0.04

=====

D.
Computed, not measured: C3H6N2S in the gas phase, with the ωB97M-V functional and the def2-TZVPD basis.

Computed properties:
Gap between HOMO and LUMO (eV): 8.539
Structure (SMILES): C=NNC(C)=S
Highest occupied orbital energy (eV): -8.6

```
! RIJCOSX wB97M-V def2-TZVPD def2/J DEFGRID3
* xyz 0 1
C -2.612 -0.743 -0.023
N -1.349 -1.160 -0.022
N -0.392 -0.154 -0.262
C 1.117 -0.346 -0.108
C 1.801 0.934 0.115
S 1.860 -1.850 -0.053
H -2.851 0.379 -0.256
H -3.278 -1.677 0.527
H -0.658 0.750 0.153
H 2.377 0.965 0.951
H 1.331 1.860 -0.307
H 2.655 1.040 -0.715
*
```

Mulliken population analysis, charges in e, atoms 1 to 4:
1. C -0.35
2. N -0.35
3. N -0.10
4. C 0.22

=====

The least stable of them is D.